No. 1
The following is a DFT calculation (the ωB97M-V functional and the def2-TZVPD basis) of C30H16Cl2N8O2RuSe as an isolated structure.

For the HOMO energy (spin up / spin down), the calculation gives -9.87 / -10.36 eV. The lowest unoccupied orbital energy (spin up / spin down) comes out at -3.766 / -4.575 eV. Its spin multiplicity is 2. The expectation value of S² is 0.764. Its HOMO-LUMO gap (spin up / spin down) is 6.106 / 5.784 eV. The net charge is +1.

Geometry as XYZ:
```
60
Properties=species:S:1:pos:R:3:forces:R:3
Ru 0.794392 0.584442 -0.222415 -2.17 -1.55 2.27
Cl -1.798208 5.842442 3.218285 -0.13 0.34 -0.06
C -1.022608 4.376542 2.819785 0.43 -0.71 -0.03
C -0.717808 4.091542 1.499085 -0.31 0.26 0.06
C -0.110108 2.883142 1.155085 -0.06 -0.30 1.39
N 0.220092 2.470042 -0.099315 0.81 0.07 -1.10
C -0.128708 3.117942 -1.275315 0.11 0.78 1.30
O -0.585908 4.248542 -1.350815 0.07 -0.67 -0.39
C 0.097092 2.237342 -2.439315 0.22 -0.89 -1.05
C -0.259508 2.610642 -3.737615 0.10 -0.02 0.74
C -0.030408 1.730542 -4.772015 0.34 -0.71 0.08
C 0.561292 0.490242 -4.494715 -0.26 0.62 -0.13
C 0.863692 0.172142 -3.188415 0.11 -0.05 -0.19
N 0.633692 1.011942 -2.176615 -0.17 0.44 -1.26
C 0.220892 1.934542 2.196885 -0.68 1.33 -0.22
C -0.068208 2.257442 3.525585 -0.07 0.05 0.24
C -0.679208 3.459042 3.838885 0.14 0.04 -0.61
Cl -0.988708 3.851742 5.474285 -0.07 -0.10 0.28
N 0.845992 0.814042 1.748585 0.80 -0.89 -0.01
C 1.729992 0.084442 2.530885 -0.97 0.55 0.53
O 1.652592 -0.060958 3.734185 0.38 -0.20 -0.43
C 2.865092 -0.439758 1.717785 0.85 -0.43 -0.25
C 3.840892 -1.262358 2.283285 -0.44 0.30 -0.19
C 4.920292 -1.649558 1.507885 -0.02 0.15 -0.43
C 5.015092 -1.175758 0.198985 -0.10 -0.13 0.40
C 3.999892 -0.371758 -0.292615 0.27 0.14 -0.16
N 2.949292 -0.019858 0.440885 -1.21 0.43 -0.28
H -0.947008 4.805842 0.722385 -0.03 0.00 0.12
H -0.720508 3.574442 -3.890015 0.03 0.10 0.03
H -0.301008 1.984342 -5.782515 -0.03 0.07 -0.16
H 0.776892 -0.212658 -5.281215 -0.02 -0.10 -0.11
H 1.298992 -0.788858 -2.924515 -0.09 0.16 -0.03
H 0.166292 1.550942 4.309685 0.00 0.12 -0.04
H 3.725592 -1.572658 3.310985 -0.03 0.02 0.06
H 5.677892 -2.308058 1.906785 0.06 0.02 0.05
H 5.857092 -1.426058 -0.428315 0.02 -0.02 -0.04
H 4.035992 0.018742 -1.302915 -0.05 -0.04 0.02
Se -4.776608 -5.140658 -0.100715 0.41 0.36 0.02
N -4.861008 -3.382658 -0.038815 -0.08 0.85 0.00
C -3.636508 -2.890058 -0.076215 -0.72 -1.32 0.02
C -3.321308 -1.496758 -0.073715 1.07 0.90 0.00
C -4.299708 -0.505658 -0.054315 0.13 0.35 -0.02
C -3.916808 0.819842 -0.088815 0.05 -0.46 0.01
C -2.557908 1.114542 -0.146815 -0.26 0.38 -0.01
N -1.618408 0.193542 -0.157515 1.79 -0.12 -0.29
C -1.951808 -1.112558 -0.122615 -1.67 0.86 0.05
C -0.907308 -2.084158 -0.184515 1.26 -1.50 -0.13
N 0.388892 -1.665258 -0.275415 -0.08 0.32 -0.26
C 1.340492 -2.584758 -0.398215 0.15 -0.06 -0.03
C 1.111392 -3.951758 -0.388415 -0.64 -0.22 0.11
C -0.192608 -4.404658 -0.278115 0.55 0.24 -0.07
C -1.219308 -3.473458 -0.199515 0.71 1.01 0.03
C -2.595508 -3.869358 -0.146715 -1.25 -0.73 0.04
N -3.013908 -5.121158 -0.174115 0.81 -0.05 -0.01
H -5.336108 -0.801058 -0.029615 -0.14 -0.02 0.03
H -4.636508 1.620342 -0.082615 -0.09 0.09 0.00
H -2.236008 2.144142 -0.199015 0.05 0.06 0.06
H 2.351492 -2.224358 -0.531315 -0.03 0.06 0.10
H 1.931792 -4.644958 -0.464015 0.15 -0.02 -0.04
H -0.437808 -5.453858 -0.270415 -0.01 -0.15 -0.01
```
Forces are in eV/Å.

Atom charges from the Löwdin analysis, given in e for atoms 1 to 8:
1 Ru 1.274
2 Cl 0.722
3 C -0.684
4 C -0.031
5 C -0.215
6 N -0.047
7 C -0.435
8 O 0.090

=====

No. 2
The following is a DFT calculation (the ωB97M-V functional and the def2-TZVPD basis) of a 10-piece molecular cluster, C5H30N2O10 overall.

For the HOMO energy, the calculation gives -9.30 eV. The lowest unoccupied orbital energy comes out at 0.243 eV. The structure (SMILES) is NCCNCCC=O.O.O.O.O.O.O.O.O.O. Its spin multiplicity is 1. Its HOMO-LUMO gap is 9.538 eV. For the energy above the lowest of the compared OMol25 structures with the same formula, charge and spin, the calculation gives 5.592 eV. The net charge is 0.

Geometry as XYZ:
```
47
Properties=species:S:1:pos:R:3:forces:R:3
C -0.429740 0.865965 -3.657976 -0.36 1.87 0.13
N 0.237230 0.761770 -2.313257 0.44 0.35 -0.53
C 1.019974 1.968686 -2.029626 0.66 1.55 0.08
C 1.720823 1.929177 -0.615875 1.83 2.03 -1.22
C 3.137949 1.255411 -0.717369 -2.94 -0.42 2.17
O 3.291709 0.087717 -0.465710 0.23 -0.54 -0.76
C -1.793835 0.102324 -3.618538 -2.34 1.81 -2.82
N -2.380077 -0.368231 -2.434139 -0.19 -0.27 1.75
H 0.088500 0.450156 -4.611147 -0.13 1.02 1.80
H -0.601891 2.108972 -3.770380 0.40 -3.52 -0.02
H 0.843070 -0.068378 -2.151830 -0.68 0.68 -0.56
H 0.423755 2.954584 -1.991651 0.09 -1.81 -0.29
H 1.740296 2.166977 -2.893129 -0.34 -0.16 1.19
H 1.974055 3.063672 -0.314583 -0.79 -2.52 -0.53
H 1.072027 1.478345 0.159964 0.82 0.08 -0.65
H 3.983082 1.898375 -0.741593 1.08 0.93 -0.70
H -1.742784 -0.761197 -4.324743 0.03 0.73 0.28
H -2.677786 0.850502 -4.016875 2.36 -1.76 0.23
H -1.732199 -0.876543 -1.842993 -0.15 -0.06 0.03
H -2.773460 0.371687 -1.855929 0.06 -0.52 -0.26
H 2.094074 -1.491672 -0.602886 2.94 0.97 0.56
H 1.209681 -2.802005 -0.098096 0.10 -5.31 2.93
O 1.370999 -2.036705 -0.490158 -2.52 4.85 -4.06
H 1.393734 -4.439539 0.732797 -0.15 -0.43 -0.58
H 0.328758 -3.950642 1.471964 -1.73 1.99 6.55
O 0.464914 -4.175659 0.636946 1.89 -2.20 -5.73
H -1.924467 -0.237907 3.084481 -0.27 -1.23 0.14
H -2.052615 -1.247084 1.976319 -0.18 -0.10 -1.98
O -2.007171 -1.214960 2.905773 -0.07 1.54 2.25
H -1.936910 1.765910 -0.996061 -0.10 -0.30 1.73
H -1.068744 0.890387 -0.319756 4.18 -3.23 -1.05
O -1.785878 1.362939 -0.088855 -4.00 3.95 -0.50
H 0.756997 -2.052236 2.840495 0.57 0.96 -0.22
H -0.657435 -2.479504 3.046620 -2.43 1.27 0.53
O 0.197278 -2.807115 2.925160 2.06 -2.30 -0.08
H 0.234799 2.153817 1.865460 0.34 -0.39 0.21
H -0.460073 2.936971 0.723382 1.32 0.43 2.93
O 0.014375 3.062507 1.652049 -1.48 0.46 -3.18
H -0.768527 -2.411066 0.587173 -1.04 2.17 0.72
H -0.296608 -1.459954 -0.260473 0.43 1.12 -0.43
O -0.945851 -1.401235 0.464868 0.23 -3.28 -0.82
H 0.159730 -0.174073 1.287405 -1.64 -1.40 -1.78
H 0.228088 0.188706 2.706656 0.32 0.07 -0.13
O 0.783567 0.097844 1.911595 1.45 1.30 2.48
H -1.756249 1.945327 2.376977 -0.88 1.18 -4.26
H -1.426090 2.516807 3.667999 0.11 -0.30 0.11
O -1.582180 1.677973 3.214895 0.45 -1.29 4.33
```
Forces are in eV/Å.

Atom charges from the Löwdin analysis, given in e for atoms 1 to 8:
1 C -0.201
2 N -0.098
3 C -0.266
4 C -0.128
5 C -0.205
6 O 0.048
7 C -0.332
8 N -0.013

=====

No. 3
The following is a DFT calculation (the ωB97M-V functional and the def2-TZVPD basis) of a 2-piece molecular cluster, C6H12N3 overall.

For the HOMO energy, the calculation gives -11.43 eV. The lowest unoccupied orbital energy comes out at -2.752 eV. Its spin multiplicity is 1. Its HOMO-LUMO gap is 8.680 eV. For the energy above the lowest of the compared OMol25 structures with the same formula, charge and spin, the calculation gives 4.613 eV. The net charge is +1.

Geometry as XYZ:
```
21
Properties=species:S:1:pos:R:3:forces:R:3
C 0.625942 0.686033 -0.880856 -0.59 -0.41 1.92
C -0.943977 -0.603429 0.685730 3.64 0.18 2.02
C 0.983054 1.382843 -1.969049 3.65 0.76 0.15
C -0.557513 0.071160 -0.409631 -2.71 -0.76 -0.52
C 0.391535 -1.041969 2.406023 -6.27 4.26 -4.58
C -1.839446 0.104183 -1.292060 1.71 -1.19 -1.50
N 0.088914 -0.320554 3.437959 -1.49 1.69 1.08
N 1.142464 -2.016132 2.243037 3.89 -3.01 0.83
N 0.643469 1.640361 -3.226150 -1.89 0.02 -0.54
H 1.401503 0.576149 -0.146604 0.49 0.41 0.16
H -1.589155 -1.428080 0.795732 -0.86 -0.38 0.26
H 2.030057 1.779959 -1.772279 -1.20 -0.55 -0.57
H -2.368292 1.012781 -1.255052 -0.27 1.48 0.18
H -2.560436 -0.639020 -0.960239 0.10 -0.25 -0.38
H -1.486101 -0.056962 -2.367390 -0.81 -0.11 1.34
H 0.599863 -0.405786 4.283461 0.52 -0.22 1.03
H -0.728156 0.389811 3.537027 2.10 -1.91 -1.08
H 1.355068 -2.414446 1.334877 -0.34 0.23 0.19
H 1.790733 -2.283152 2.991667 -0.15 -0.28 -0.25
H 1.330996 2.003209 -3.861887 -0.09 0.20 0.15
H -0.310521 1.563041 -3.574315 0.56 -0.13 0.11
```
Forces are in eV/Å.

Atom charges from the Löwdin analysis, given in e for atoms 1 to 8:
1 C -0.109
2 C 0.142
3 C -0.186
4 C -0.327
5 C -0.286
6 C -0.033
7 N 0.151
8 N 0.175

=====

No. 4
The following is a DFT calculation (the ωB97M-V functional and the def2-TZVPD basis) of a 4-piece molecular cluster, C3H16N2O3 overall.

For the HOMO energy, the calculation gives -8.99 eV. The lowest unoccupied orbital energy comes out at 0.529 eV. The structure (SMILES) is CCNCN.O.O.O. Its spin multiplicity is 1. Its HOMO-LUMO gap is 9.515 eV. For the energy above the lowest of the compared OMol25 structures with the same formula, charge and spin, the calculation gives 1.107 eV. The net charge is 0.

Geometry as XYZ:
```
24
Properties=species:S:1:pos:R:3:forces:R:3
C 1.478418 1.433879 1.433407 -0.23 0.03 0.50
C 0.243905 0.623784 1.814039 -0.52 -0.74 -0.64
N -0.668233 0.531715 0.658021 1.59 -0.30 -0.20
C -1.109900 1.783831 0.042941 -1.93 -0.88 1.01
N -1.710839 1.617638 -1.261246 0.69 0.75 0.06
H 1.638137 1.413782 0.360000 0.01 0.00 -0.10
H 2.359672 0.982613 1.886919 0.08 0.41 0.18
H 1.343243 2.479588 1.708951 0.38 0.00 0.15
H 0.519122 -0.413542 2.024402 0.14 0.09 -0.06
H -0.272744 0.947128 2.730686 0.24 0.49 -0.14
H -1.297820 -0.247219 0.792740 -0.59 0.64 -0.16
H -0.287549 2.478143 0.068126 0.29 0.15 -0.44
H -1.900705 2.227529 0.665118 0.11 0.17 0.18
H -1.019282 1.676468 -1.996601 -0.20 -0.51 -0.09
H -2.276020 0.785050 -1.307130 0.10 -0.09 -0.27
H -0.758282 -2.294229 0.050513 0.08 -0.25 -0.55
H -0.606446 -2.981930 1.345498 0.08 -0.37 0.58
O -0.082517 -2.528696 0.688305 -0.11 0.09 0.28
H 0.433913 -1.631657 -2.289951 0.28 -0.33 -0.68
H -0.393890 -1.236143 -1.231511 -0.60 0.19 -0.30
O -0.471156 -1.811885 -2.013967 0.14 0.64 0.61
H 2.145256 -1.596946 -0.798469 -0.39 1.12 0.15
H 1.402781 -0.207284 -0.508998 -0.03 -0.56 0.19
O 2.016457 -0.669572 -1.098350 0.39 -0.71 -0.28
```
Forces are in eV/Å.

Atom charges from the Löwdin analysis, given in e for atoms 1 to 8:
1 C -0.098
2 C -0.274
3 N -0.103
4 C -0.313
5 N 0.019
6 H 0.055
7 H 0.079
8 H 0.074

=====

Q: What is the net charge in the fourth record?
A: 0